(1)
C3H10N2O | ωB97M-V with the def2-TZVPD basis set

```
16
Properties=species:S:1:pos:R:3
C -0.493 -0.446 -1.776
O 0.143 0.387 -0.873
C -2.018 -0.369 -1.809
H -0.188 -0.417 -2.875
H -0.310 -1.550 -1.577
H -2.638 -0.971 -2.391
H -2.253 -0.547 -0.721
H -2.145 0.723 -2.056
N 0.058 -0.407 2.158
C 1.074 -0.174 1.296
N 1.626 0.976 1.147
H -0.194 0.404 2.677
H -0.763 -0.920 2.114
H 1.269 -0.893 0.497
H 1.414 1.281 0.152
H 1.501 1.748 1.763
```

Summary:
ΔE to the lowest compared entry with this formula, charge and spin: 91.5 kcal per mole
spin multiplicity: 1
gap between HOMO and LUMO: 7.492 eV
lowest unoccupied orbital energy: 0.2 eV



(2)
C9H7NO | ωB97M-V with the def2-TZVPD basis set

```
18
Properties=species:S:1:pos:R:3
C 0.477 1.692 -2.735
C 1.133 2.016 -1.616
C 0.925 1.330 -0.400
C 0.090 0.245 -0.366
C -0.646 -0.115 -1.513
C -0.415 0.583 -2.634
C -0.116 -0.487 0.920
C 0.096 -1.358 2.915
C -0.962 -1.842 2.328
H 0.471 1.955 -3.660
H 1.695 2.884 -1.743
H 1.614 1.554 0.386
H -1.162 -0.971 -1.630
H -0.871 0.056 -3.544
H 0.590 -1.501 3.921
H -2.065 -2.557 2.623
N 0.739 -0.488 1.980
O -1.116 -1.298 1.050
```

Summary:
ΔE to the lowest compared entry with this formula, charge and spin: 65.2 kcal per mole
spin multiplicity: 1
gap between HOMO and LUMO: 9.419 eV
lowest unoccupied orbital energy: 0.6 eV



(3)
C51H52AsBrN4SSbSi2W | ωB97M-V with the def2-TZVPD basis set

```
114
Properties=species:S:1:pos:R:3
W -0.177 0.449 -0.085
C -2.451 0.744 3.048
C -1.430 -0.336 3.192
C -1.544 -1.135 4.332
C -0.552 -2.021 4.671
C 0.583 -2.041 3.875
C 0.623 -1.277 2.724
N -0.393 -0.458 2.337
Sb 2.544 -1.098 1.840
C 2.710 -2.733 0.453
C 3.388 -3.820 0.989
C 3.489 -4.976 0.226
C 2.946 -4.984 -1.040
C 2.328 -3.831 -1.526
C 1.794 -3.776 -2.927
N 2.200 -2.731 -0.777
C 1.953 0.649 0.581
C 2.904 1.668 0.934
C 3.821 2.076 0.002
C 3.858 1.452 -1.252
C 2.893 0.512 -1.593
C 3.037 -0.302 -2.835
N 1.901 0.241 -0.726
H -2.272 1.486 3.831
H -2.409 1.232 2.086
H -3.452 0.342 3.187
H -2.426 -1.018 4.947
H -0.634 -2.644 5.552
H 1.435 -2.651 4.148
H 3.821 -3.778 1.981
H 3.988 -5.854 0.616
H 3.001 -5.866 -1.663
H 2.580 -3.454 -3.614
H 0.981 -3.056 -2.987
H 1.445 -4.754 -3.259
H 2.972 2.028 1.953
H 4.554 2.831 0.253
H 4.645 1.673 -1.960
H 3.937 -0.913 -2.716
H 2.194 -0.966 -2.949
H 3.167 0.321 -3.719
C -3.783 2.392 0.238
Si -2.880 0.800 -0.313
C -3.735 0.532 -1.991
C -3.691 -0.548 0.749
C -4.990 -0.437 1.260
C -5.566 -1.464 1.986
C -4.855 -2.642 2.196
C -3.584 -2.777 1.667
C -2.985 -1.733 0.948
Si -1.344 -1.993 0.049
C -0.535 -3.435 0.978
C -1.912 -2.840 -1.539
H -4.840 2.170 0.065
H -3.573 3.258 -0.390
H -3.685 2.685 1.283
H -4.039 1.488 -2.417
H -3.165 -0.007 -2.742
H -4.643 -0.037 -1.775
H -5.561 0.472 1.110
H -6.567 -1.356 2.384
H -5.301 -3.455 2.755
H -3.060 -3.714 1.817
H -0.956 -4.331 0.513
H -0.840 -3.430 2.023
H 0.542 -3.534 0.937
H -1.087 -3.279 -2.097
H -2.505 -2.229 -2.215
H -2.551 -3.655 -1.184
S -0.546 -0.318 -2.418
C 0.325 0.662 -3.604
C 0.547 0.095 -4.864
C 1.238 0.800 -5.831
C 1.728 2.076 -5.564
C 1.462 2.668 -4.340
C 0.745 1.967 -3.377
As -0.047 2.709 -1.800
C -1.651 3.447 -2.618
C -2.189 2.869 -3.762
C -3.309 3.431 -4.361
C -3.896 4.566 -3.823
C -3.355 5.151 -2.687
C -2.232 4.599 -2.092
C 0.879 4.373 -1.424
C 0.932 5.365 -2.405
C 1.592 6.559 -2.156
C 2.187 6.781 -0.921
C 2.118 5.809 0.064
C 1.466 4.610 -0.189
H 0.194 -0.909 -5.065
H 1.413 0.347 -6.798
H 2.290 2.613 -6.316
H 1.800 3.679 -4.146
H -1.746 1.983 -4.196
H -3.723 2.975 -5.250
H -4.768 4.999 -4.293
H -3.800 6.045 -2.268
H -1.801 5.091 -1.228
H 0.450 5.215 -3.363
H 1.631 7.319 -2.924
H 2.694 7.717 -0.728
H 2.568 5.985 1.032
H 1.410 3.865 0.591
Br -2.096 6.008 1.467
C -1.070 4.520 1.969
C -0.361 4.514 3.154
C 0.381 3.384 3.458
C 0.380 2.321 2.579
N -0.317 2.316 1.428
C -1.025 3.413 1.136
H -0.389 5.367 3.819
H 0.958 3.319 4.370
H 0.944 1.433 2.805
H -1.592 3.407 0.220
```

Summary:
ΔE to the lowest compared entry with this formula, charge and spin: 0.0 kcal per mole
spin multiplicity: 3
gap between HOMO and LUMO (spin up / spin down): 6.174 / 5.791 eV
lowest unoccupied orbital energy (spin up / spin down): -2.8 / -3.8 eV
<S²>: 2.04
total charge: +1



(4)
C3H4O | ωB97M-V with the def2-TZVPD basis set

```
8
Properties=species:S:1:pos:R:3
C -1.311 -0.004 -0.885
C -0.351 -0.200 -0.038
C 1.020 0.080 0.461
O -1.568 -0.825 0.428
H -2.082 0.427 -1.498
H 1.454 -0.642 1.122
H 1.018 1.178 0.868
H 1.820 -0.014 -0.459
```

Summary:
ΔE to the lowest compared entry with this formula, charge and spin: 79.6 kcal per mole
spin multiplicity: 1
gap between HOMO and LUMO: 8.909 eV
lowest unoccupied orbital energy: 0.9 eV



(5)
C32H48ClO20 | ωB97M-V with the def2-TZVPD basis set

```
101
Properties=species:S:1:pos:R:3
Cl -9.545 18.433 3.853
O -9.502 16.992 3.642
O -9.420 18.778 5.246
O -8.447 19.023 3.140
O -10.807 18.911 3.369
O -14.117 16.227 8.363
C -14.051 16.037 7.146
O -13.876 14.788 6.568
C -14.109 14.809 5.148
C -14.655 16.146 4.842
C -14.318 16.999 5.995
H -14.669 13.915 4.876
H -13.161 14.789 4.610
H -15.705 15.893 4.692
H -14.398 16.567 3.870
H -15.195 17.619 6.178
H -13.491 17.696 5.863
O -3.505 15.075 3.781
C -2.879 16.155 3.669
O -1.624 16.120 3.083
C -1.021 17.392 3.117
C -1.777 18.260 4.067
C -3.167 17.628 4.106
H -1.150 17.842 2.132
H 0.069 17.387 3.095
H -1.686 19.316 3.814
H -1.436 18.105 5.091
H -4.011 18.030 3.546
H -3.581 17.358 5.078
O -5.764 19.784 13.122
C -6.507 19.458 12.240
O -6.147 19.542 10.992
C -7.153 19.124 10.025
C -8.408 18.922 10.930
C -7.944 19.004 12.354
H -6.734 18.198 9.632
H -7.373 19.808 9.205
H -8.905 17.982 10.689
H -9.213 19.582 10.605
H -8.003 18.034 12.848
H -8.399 19.770 12.982
O -7.307 13.444 6.936
C -8.285 13.312 7.689
O -8.247 13.784 9.001
C -9.430 13.548 9.693
C -10.245 12.610 8.694
C -9.644 12.801 7.303
H -9.993 14.480 9.642
H -9.199 13.098 10.659
H -11.294 12.889 8.599
H -10.129 11.599 9.086
H -10.136 13.530 6.659
H -9.673 11.868 6.740
O -10.768 15.836 -4.411
C -10.250 16.570 -3.577
O -10.848 16.710 -2.379
C -10.021 17.496 -1.497
C -8.973 18.204 -2.378
C -9.044 17.562 -3.756
H -9.543 16.930 -0.698
H -10.725 18.180 -1.022
H -7.971 18.169 -1.951
H -9.181 19.267 -2.503
H -8.247 16.849 -3.967
H -9.137 18.157 -4.665
O -18.061 19.816 4.560
C -17.315 20.259 3.753
O -16.296 20.991 4.145
C -15.507 21.490 2.963
C -15.980 20.612 1.782
C -17.437 20.205 2.220
H -14.434 21.325 3.067
H -15.791 22.536 2.847
H -15.238 19.816 1.721
H -15.896 21.045 0.785
H -17.677 19.195 1.888
H -18.214 20.901 1.906
O -7.205 23.385 6.731
C -7.182 23.685 5.562
O -8.002 24.588 5.079
C -7.697 24.948 3.758
C -6.657 24.059 3.240
C -6.179 23.304 4.501
H -7.417 25.982 3.962
H -8.521 25.254 3.113
H -5.844 24.615 2.773
H -7.157 23.430 2.503
H -5.122 23.520 4.656
H -6.155 22.227 4.335
O -6.943 11.767 2.220
C -7.287 12.138 1.056
O -7.753 11.185 0.274
C -7.958 11.600 -1.068
C -7.687 13.094 -1.004
C -7.139 13.520 0.317
H -9.005 11.375 -1.267
H -7.366 11.199 -1.891
H -8.683 13.537 -0.981
H -7.228 13.456 -1.924
H -7.559 14.410 0.786
H -6.096 13.822 0.227
```

Summary:
ΔE to the lowest compared entry with this formula, charge and spin: 116.0 kcal per mole
spin multiplicity: 1
gap between HOMO and LUMO: 8.415 eV
lowest unoccupied orbital energy: 2.0 eV
total charge: -1



(6)
C21H12Br2Cl8GeHgN2O3 | ωB97M-V with the def2-TZVPD basis set

```
50
Properties=species:S:1:pos:R:3
Hg 0.313 0.715 -0.606
O 1.054 -3.587 -2.822
C 0.541 -4.338 -1.835
C 0.223 -5.672 -2.118
C -0.305 -6.490 -1.139
C -0.529 -5.998 0.141
C -0.215 -4.681 0.420
C 0.322 -3.832 -0.542
C 0.649 -2.407 -0.213
O 1.048 -1.653 -1.168
N 0.503 -2.060 1.048
N 0.798 -0.727 1.223
C 1.004 -0.333 2.421
C 1.354 1.017 2.818
C 1.492 1.218 4.198
C 1.853 2.427 4.750
C 2.095 3.491 3.879
C 1.978 3.327 2.522
C 1.602 2.094 1.928
O 1.522 2.069 0.630
H 1.147 -2.672 -2.412
H 0.399 -6.028 -3.124
H -0.549 -7.519 -1.380
H -0.950 -6.634 0.910
H -0.378 -4.267 1.406
H 0.934 -1.075 3.223
H 1.303 0.369 4.849
H 1.939 2.547 5.821
H 2.369 4.464 4.270
H 2.153 4.154 1.844
Br 1.415 2.567 -3.024
C 2.826 3.202 -1.873
Br 4.301 1.956 -1.775
H 2.416 3.300 -0.877
H 3.198 4.127 -2.287
Cl -2.324 1.639 1.111
C -2.721 0.991 -0.440
C -1.695 0.670 -1.315
C -2.051 0.155 -2.553
Cl -0.804 -0.268 -3.684
C -3.378 -0.031 -2.926
Cl -3.787 -0.671 -4.477
C -4.385 0.302 -2.028
Cl -6.039 0.073 -2.464
C -4.060 0.815 -0.778
Cl -5.314 1.225 0.331
Cl 0.999 5.990 -1.210
Ge -0.607 4.753 -0.051
Cl -1.462 6.570 1.102
Cl -2.196 4.718 -1.725
```

Summary:
ΔE to the lowest compared entry with this formula, charge and spin: 3.0 kcal per mole
spin multiplicity: 1
gap between HOMO and LUMO: 6.651 eV
lowest unoccupied orbital energy: 3.9 eV
total charge: -2



(7)
C40H40BrN11O4Ti | ωB97M-V with the def2-TZVPD basis set

```
97
Properties=species:S:1:pos:R:3
Ti 0.433 -0.092 -0.353
O 2.933 1.728 2.647
C 2.396 2.978 2.683
C 3.061 3.938 3.440
C 2.578 5.230 3.519
C 1.422 5.589 2.835
C 0.767 4.634 2.078
C 1.227 3.320 1.995
C 0.445 2.357 1.124
O 0.992 1.083 1.048
N -0.953 2.254 1.617
N -1.439 0.981 1.619
C -2.465 0.738 2.331
C -3.016 -0.610 2.518
Br -1.757 -2.015 2.752
C -4.310 -0.884 2.687
C -5.407 0.087 2.555
C -6.528 -0.042 3.378
C -7.576 0.859 3.290
C -7.528 1.896 2.367
C -6.429 2.020 1.530
C -5.378 1.121 1.621
H 2.291 1.182 2.148
H 3.956 3.640 3.971
H 3.104 5.962 4.117
H 1.043 6.600 2.886
H -0.123 4.910 1.522
H 0.414 2.795 0.119
H -1.102 2.758 2.484
H -2.968 1.533 2.889
H -4.590 -1.894 2.964
H -6.570 -0.852 4.096
H -8.434 0.751 3.940
H -8.349 2.597 2.295
H -6.394 2.816 0.797
H -4.537 1.202 0.947
C -1.481 3.314 -2.236
C -2.843 3.136 -2.005
C -3.297 1.900 -1.616
C -2.391 0.849 -1.420
N -1.062 1.049 -1.556
C -0.642 2.253 -2.001
N -2.942 -0.394 -1.212
C -2.293 -1.451 -0.881
N -0.998 -1.590 -0.416
C -0.750 -2.930 -0.226
N 0.287 -3.528 0.254
C 1.421 -2.907 0.725
C 2.265 -3.704 1.519
C 3.427 -3.183 2.028
C 3.771 -1.866 1.719
C 2.913 -1.142 0.932
N 1.750 -1.630 0.453
C -1.957 -3.703 -0.589
C -2.210 -5.061 -0.580
C -3.484 -5.469 -0.961
C -4.460 -4.542 -1.327
C -4.193 -3.177 -1.329
C -2.924 -2.786 -0.953
H -1.080 4.251 -2.593
H -3.539 3.950 -2.161
H -4.349 1.686 -1.492
H 0.426 2.344 -2.150
H 1.951 -4.717 1.720
H 4.063 -3.786 2.663
H 4.665 -1.403 2.114
H 3.125 -0.113 0.668
H -1.449 -5.769 -0.282
H -3.729 -6.523 -0.969
H -5.442 -4.895 -1.612
H -4.942 -2.448 -1.607
N 1.078 -1.440 -2.408
C 2.444 -1.051 -2.760
C 2.889 -1.542 -4.134
C 4.332 -1.232 -4.509
C 5.307 -1.345 -3.349
N 5.142 -0.103 -2.588
C 5.304 0.063 -1.291
N 4.724 1.111 -0.700
N 6.019 -0.810 -0.570
C 2.575 0.447 -2.474
O 3.362 1.157 -3.112
O 1.893 0.829 -1.474
H 1.000 -2.445 -2.292
H 0.426 -1.174 -3.142
H 3.088 -1.511 -1.997
H 2.235 -1.141 -4.912
H 2.732 -2.626 -4.136
H 4.404 -0.215 -4.899
H 4.644 -1.890 -5.320
H 6.330 -1.454 -3.713
H 5.078 -2.204 -2.709
H 4.497 0.560 -3.027
H 4.041 1.650 -1.215
H 4.872 1.327 0.269
H 6.613 -1.475 -1.034
H 6.154 -0.674 0.416
```

Summary:
ΔE to the lowest compared entry with this formula, charge and spin: 0.0 kcal per mole
spin multiplicity: 2
gap between HOMO and LUMO (spin up / spin down): 6.973 / 6.957 eV
lowest unoccupied orbital energy (spin up / spin down): -3.1 / -3.1 eV
<S²>: 0.75
total charge: +1



(8)
C4H12O4 | ωB97M-V with the def2-TZVPD basis set

```
20
Properties=species:S:1:pos:R:3
O -1.709 -2.664 0.481
C -0.593 -2.665 0.027
C -0.014 -1.478 -0.738
C 0.982 -0.772 0.232
C 1.897 0.263 -0.437
O 1.612 1.598 -0.209
H -0.060 -3.695 -0.024
H 0.559 -1.758 -1.625
H -0.870 -0.835 -0.982
H 0.340 -0.077 0.912
H 1.427 -1.555 0.892
H 2.073 0.091 -1.509
H 2.903 0.040 0.051
H -0.185 1.061 -0.762
H 0.397 2.212 0.450
H -0.090 3.474 1.267
O -0.436 2.655 0.901
H -2.666 0.934 0.976
H -2.641 2.047 0.030
O -2.927 1.123 0.066
```

Summary:
ΔE to the lowest compared entry with this formula, charge and spin: 62.0 kcal per mole
spin multiplicity: 2
gap between HOMO and LUMO (spin up / spin down): 6.659 / 7.578 eV
lowest unoccupied orbital energy (spin up / spin down): 3.8 / 3.8 eV
<S²>: 0.75
total charge: -1



(9)
F6KN3NaO12S6 | ωB97M-V with the def2-TZVPD basis set

```
29
Properties=species:S:1:pos:R:3
Na 10.165 6.747 -10.308
K 10.246 3.905 -11.260
N 10.038 6.103 -12.573
S 10.883 5.784 -14.081
O 11.901 6.698 -14.611
O 10.266 4.878 -15.063
F 11.902 4.749 -13.438
S 9.134 7.016 -13.461
O 7.984 6.390 -14.153
O 9.706 8.270 -14.036
F 8.393 7.568 -12.111
N 12.679 8.988 -6.683
S 11.260 7.997 -6.586
O 10.679 7.718 -7.862
O 10.376 8.166 -5.413
F 12.128 6.670 -6.331
S 11.852 10.209 -6.792
O 11.216 10.829 -5.609
O 11.218 10.465 -8.069
F 13.144 11.160 -6.724
N 9.292 4.951 -8.974
S 7.593 5.073 -8.949
O 6.822 4.370 -7.958
O 7.047 5.007 -10.289
F 7.503 6.600 -8.546
S 9.446 4.583 -7.500
O 9.534 3.137 -7.250
O 9.102 5.481 -6.475
F 10.950 4.935 -7.577
```

Summary:
spin multiplicity: 2
gap between HOMO and LUMO (spin up / spin down): 3.694 / 7.131 eV
lowest unoccupied orbital energy (spin up / spin down): 3.1 / 3.0 eV
<S²>: 0.75
total charge: -2



- What is the formula in the ninth record?
  F6KN3NaO12S6